{"formula": "C5H6O", "method": "wB97M-V/def2-TZVPD", "largest_force_ev_per_a": 8.93, "homo_ev": -9.91, "multiplicity": 1, "gap_ev": 10.0946, "e_lumo_ev": 0.2, "smiles": "C#CC(=O)CC", "relative_energy_kcal_mol": 70.32, "elements": ["C", "C", "C", "C", "C", "H", "H", "H", "H", "H", "H", "O"], "positions_angstrom": [[1.8839, 0.1423, 0.0844], [0.6257, -0.5884, -0.1726], [-0.5546, 0.4038, -0.2199], [-1.9519, -0.0316, -0.2022], [-3.2176, -0.0300, 0.1266], [2.2760, 1.0397, -0.6510], [2.0111, 0.6885, 1.0389], [2.6945, -0.5989, 0.1956], [0.5980, -1.3095, -0.9972], [0.3170, -1.1121, 0.6764], [-4.2512, -0.2059, 0.2166], [-0.4308, 1.6018, -0.0955]], "forces_ev_per_a": [[3.697, 2.240, -0.573], [-1.899, 1.848, -1.100], [-0.038, 0.565, -0.013], [-8.032, -0.368, 2.193], [8.574, -0.261, -2.496], [-1.380, -2.669, 1.191], [-1.063, -0.387, -0.178], [-0.069, 0.278, -0.551], [0.173, 0.378, -0.032], [-0.079, -1.397, 1.614], [-0.570, -0.047, 0.171], [0.686, -0.179, -0.226]]}